(1)
ORCA calculation (ωB97M-V with the def2-TZVPD basis set) on a 15-piece molecular cluster, C38H90O38 overall.

```
166
Properties=species:S:1:pos:R:3:forces:R:3:mulliken_charge:R:1
C 18.82372 16.86278 14.53199 0.2 -0.7 2.8 -1.31
C 17.55446 16.17872 15.06914 2.1 -0.8 -0.1 0.86
O 16.52700 17.08429 14.95485 -1.8 0.9 -0.1 0.56
O 18.84945 17.17847 13.20655 -0.2 0.5 -1.8 -0.48
H 19.67927 16.19493 14.75357 -0.3 0.2 -0.1 0.41
H 18.91782 17.73845 15.20338 0.3 0.0 -0.5 0.42
H 17.76904 15.89100 16.11257 -0.1 0.2 -0.1 0.21
H 17.33441 15.25190 14.55540 0.0 -0.2 -0.5 -0.51
H 15.68848 16.59849 14.92531 -0.1 0.2 0.0 -0.48
H 18.53100 18.07474 13.04724 -0.1 -0.2 0.2 0.23
C 15.34881 20.66080 13.30824 -2.9 -0.1 -0.8 1.63
C 16.75603 20.33575 13.31722 0.0 0.2 1.4 -0.55
O 17.12117 19.82202 14.57346 1.0 0.5 0.4 -0.57
O 14.97993 21.66790 14.23955 0.0 -0.3 0.0 -0.63
H 14.84617 19.68501 13.57694 -0.1 0.9 -0.4 -0.55
H 15.02718 20.94531 12.24632 0.2 -0.2 1.4 -0.31
H 17.30189 21.23299 13.12135 0.9 0.4 -0.1 0.54
H 16.77444 19.65006 12.52438 1.1 -1.4 -1.4 0.09
H 16.69711 18.98618 14.81614 -0.1 -0.3 -0.5 0.19
H 14.53037 21.20315 14.97378 -0.3 0.5 -0.2 -0.16
C 11.18824 23.34566 10.09211 -0.8 0.0 1.2 0.00
C 10.12379 23.01772 11.19185 0.4 -0.9 -2.1 -0.77
O 10.47854 21.99577 12.06546 -0.6 -0.9 0.0 -0.37
O 11.14793 22.33049 9.11356 0.0 -0.1 -0.1 -0.48
H 12.20654 23.46777 10.53257 -0.7 -0.1 -0.2 0.06
H 10.83677 24.30639 9.69799 0.3 0.1 -0.3 0.37
H 9.16822 22.74689 10.68850 0.7 -0.2 0.1 0.43
H 9.86901 23.90559 11.68194 -0.1 1.7 1.2 0.39
H 11.23768 22.25805 12.58176 0.8 0.3 0.1 0.05
H 12.01028 22.24553 8.70229 0.3 0.0 -0.1 0.26
C 12.44884 16.99056 17.09142 1.2 -0.9 -0.2 -0.95
C 13.85445 16.85302 16.39445 0.4 -1.3 1.7 0.31
O 13.67539 16.31015 15.06974 0.6 0.9 0.3 1.32
O 11.72609 17.98907 16.47961 -0.4 1.8 -0.5 -0.41
H 12.42759 17.15617 18.18702 0.6 0.1 -0.6 0.40
H 11.91472 16.05935 16.91447 0.2 -0.5 0.1 0.24
H 14.55126 16.11873 16.94671 -1.3 0.7 -0.6 0.08
H 14.47094 17.76795 16.43997 -0.7 0.1 -0.4 0.08
H 13.54344 17.03165 14.42086 0.0 -0.4 0.3 -0.78
H 11.49153 17.70456 15.57166 -0.2 -0.1 0.1 0.40
C 9.64396 16.69406 13.77581 -0.8 0.1 -1.5 -0.38
C 9.25173 17.31980 12.43027 0.2 0.1 -0.4 -0.77
O 10.30371 17.17052 11.43362 -2.9 -0.9 -1.7 -0.06
O 10.96342 16.96084 14.12503 1.4 0.3 0.3 -0.46
H 9.38133 15.63595 13.82990 0.6 -0.5 -0.6 0.05
H 8.95068 17.06753 14.51060 0.1 0.8 0.6 0.47
H 9.09511 18.39308 12.46030 -0.1 0.3 0.8 0.34
H 8.27798 16.91069 12.07820 0.7 -0.1 0.2 0.45
H 9.67671 17.12187 10.59581 2.3 0.3 1.6 -0.02
H 11.65037 17.03551 13.40860 -1.5 -0.2 0.2 0.07
C 13.15513 21.01737 17.44869 2.0 1.1 1.1 -0.25
C 14.63513 21.60370 17.68832 -2.8 -1.1 1.5 -0.69
O 15.60996 20.74321 17.19210 0.6 0.1 -1.0 -0.49
O 13.04974 20.86148 16.04839 -0.7 -1.7 -0.2 -0.21
H 12.38274 21.71344 17.80658 0.3 0.0 -0.1 0.33
H 13.04953 20.07769 18.01498 0.0 0.1 -0.6 0.27
H 14.76750 21.56080 18.77458 0.0 0.4 0.0 0.44
H 14.53502 22.64339 17.40353 0.9 0.2 -0.7 0.28
H 15.89930 20.91219 16.27211 -0.2 0.1 0.6 0.43
H 12.76148 19.92986 15.99145 -0.2 0.2 -0.6 0.00
C 11.43368 24.08021 14.67783 0.9 1.0 0.0 -0.53
C 12.37444 24.43228 13.53822 1.3 -1.7 0.7 -0.49
O 12.92527 23.17484 13.05174 0.2 0.4 0.0 -0.29
O 12.18758 23.42570 15.72666 -1.4 -0.7 -1.6 -0.44
H 10.65362 23.47388 14.23624 -0.4 -0.4 0.4 0.33
H 11.01224 25.00023 15.06324 -0.3 0.1 0.3 0.42
H 13.18053 25.07423 13.90984 -0.1 0.0 -0.2 0.40
H 11.92596 24.84121 12.66474 -0.7 0.7 -0.4 0.33
H 13.68495 22.87678 13.59493 -0.3 0.1 -0.1 0.24
H 12.08307 22.48799 15.43320 0.7 0.6 0.9 0.14
C 13.45602 13.02990 14.39788 1.7 0.3 -1.7 -0.38
O 12.68835 12.50602 13.28125 0.8 0.5 0.7 -0.11
C 11.37648 12.43247 13.43692 1.3 -1.8 0.3 0.68
O 10.67957 12.28863 12.48196 -1.4 0.3 -0.1 -0.58
O 11.08132 12.27754 14.73071 -0.9 0.4 -0.1 -0.37
C 9.69080 12.01903 14.98170 -0.2 0.5 0.9 -0.75
H 14.45031 13.21072 13.93520 -0.5 -0.1 0.4 -0.24
H 13.61243 12.38305 15.24075 -0.5 -0.6 0.2 0.52
H 13.06483 13.98570 14.64722 -0.4 0.7 0.6 0.17
H 9.49165 10.94838 14.92046 0.0 0.1 -0.4 0.29
H 9.08113 12.62274 14.29191 0.1 -0.5 0.3 0.32
H 9.52006 12.31409 16.03968 0.1 0.0 -0.8 0.25
C 12.47667 15.82051 6.34834 -0.8 0.8 -1.3 -0.77
O 12.86806 15.20960 7.49930 1.0 -0.9 2.2 -0.29
C 11.92780 14.95700 8.44640 0.0 0.5 -2.2 1.10
O 10.75476 15.21641 8.27839 0.8 -0.3 1.0 -0.67
O 12.56726 14.34004 9.41375 0.4 0.7 0.0 -0.26
C 11.75576 13.88876 10.44913 -3.1 0.8 0.7 -0.74
H 12.49394 16.89399 6.42553 -0.1 0.6 0.1 0.14
H 11.50134 15.50278 6.07187 -1.1 -0.1 -0.2 0.40
H 13.11319 15.53517 5.54248 0.8 -0.3 -0.4 0.30
H 11.02947 13.21557 10.04824 -0.9 -0.3 -0.5 0.67
H 11.14421 14.67307 11.01289 1.3 -0.6 -0.8 0.17
H 12.24316 13.24412 11.09638 1.7 -0.5 1.2 -0.06
C 14.22160 19.23056 7.32306 0.0 2.2 -0.3 -0.15
O 15.42375 19.94409 7.74197 0.0 0.0 1.0 -0.35
C 15.27178 21.03575 8.49386 0.3 1.0 -0.7 0.85
O 14.23646 21.61149 8.78792 0.3 -1.0 -0.2 -0.68
O 16.50214 21.53259 8.76956 -0.7 0.4 0.4 -0.38
C 16.51763 22.71703 9.69892 0.4 -1.6 -1.1 -0.37
H 13.54376 19.11662 8.18252 0.4 0.1 -0.5 -0.39
H 14.55949 18.26669 6.97158 0.1 0.0 -0.2 0.29
H 13.82748 19.92847 6.50860 -0.1 -1.5 1.0 0.41
H 17.03555 23.54606 9.17136 -0.4 -0.6 0.4 0.26
H 17.10794 22.29165 10.53274 -0.5 0.9 -0.1 0.10
H 15.46844 22.93186 9.90532 0.4 0.3 0.4 0.19
C 10.78144 19.12247 8.27009 -0.2 0.2 -1.6 0.23
O 9.89227 18.40450 7.31515 1.5 0.3 1.0 -0.41
C 8.95304 17.73888 7.92084 -1.0 0.1 0.5 0.87
O 8.72635 17.78107 9.11538 -0.1 -0.5 0.0 -0.74
O 8.21316 17.11764 7.01985 0.3 0.4 -0.2 -0.39
C 7.03252 16.47715 7.47408 0.9 -1.0 2.2 -0.69
H 10.36392 20.13274 8.36342 0.4 -0.3 0.3 0.50
H 11.71702 19.10894 7.73462 0.1 0.5 -0.3 -0.06
H 10.99412 18.63120 9.20902 -0.8 -0.3 0.1 -0.11
H 6.45948 16.38441 6.59527 -1.2 0.1 -0.7 0.28
H 6.57796 16.98917 8.37336 0.3 -0.3 -1.4 0.29
H 7.33113 15.45744 7.80987 -0.3 0.6 -0.1 0.25
C 16.02043 13.51133 17.08586 -0.1 -0.8 -0.7 -0.66
O 16.27450 12.44380 16.12424 -0.7 1.4 1.3 -0.33
C 17.52146 12.44258 15.75469 1.4 -2.5 -1.7 1.02
O 18.40324 13.20526 16.02680 0.1 0.2 0.1 -0.62
O 17.66320 11.28693 15.01479 -0.4 1.3 0.5 -0.32
C 18.98190 10.81882 14.76584 -1.4 -0.5 -1.5 -0.71
H 15.11628 13.21090 17.54091 -0.6 -0.5 1.2 0.47
H 15.73683 14.37881 16.56691 0.1 1.3 -1.0 -0.14
H 16.86819 13.72683 17.72284 0.0 -0.3 0.2 0.46
H 19.45829 10.69874 15.69599 1.2 0.0 0.9 0.36
H 19.49718 11.38944 13.99622 0.2 0.4 0.4 0.22
H 18.77213 9.85327 14.29648 0.4 -0.1 0.3 0.25
C 15.01856 15.96650 11.95700 -0.6 -0.2 0.8 1.00
O 14.83067 17.05499 11.04270 -0.6 0.8 0.6 0.41
C 13.88321 17.88572 11.48961 -0.5 0.0 -0.4 -0.15
O 13.27598 17.73611 12.55305 0.8 0.5 -1.1 -0.20
O 13.65507 18.86694 10.58700 0.6 -1.0 1.2 0.93
C 12.66034 19.81532 11.07820 0.4 -0.7 1.4 -0.91
H 14.03433 15.59040 12.22641 0.0 -0.2 0.1 0.13
H 15.54374 16.24544 12.87669 0.0 0.3 -0.4 -0.23
H 15.57034 15.20606 11.47871 0.7 -0.5 -0.7 -0.95
H 11.72986 19.24260 11.08758 -0.2 0.7 -0.1 0.42
H 12.73219 20.69981 10.45261 -0.3 -0.2 0.0 -0.18
H 12.93989 19.99293 12.14780 -0.5 0.4 -1.0 -0.08
C 19.16744 14.22048 12.09841 0.7 -1.1 -0.9 -0.40
O 18.46117 13.10006 11.40010 2.1 1.3 -0.1 -0.48
C 17.27926 12.94175 11.88234 -1.9 0.4 0.8 0.58
O 16.89447 13.46801 12.92887 -0.5 -1.2 -1.3 0.29
O 16.57786 12.19146 10.99672 -1.1 -0.4 1.1 -0.45
C 15.20054 11.78309 11.40628 1.1 0.8 1.3 -0.35
H 19.97936 14.51997 11.43680 0.0 -0.4 -0.2 0.34
H 19.62201 13.78587 13.01240 -0.7 0.8 -0.2 0.32
H 18.51535 15.08612 12.11446 -0.1 -0.2 0.8 -0.12
H 14.95077 10.83854 10.90778 0.3 0.4 0.1 0.35
H 14.52659 12.59759 11.13346 0.0 -0.2 -0.1 0.04
H 15.17295 11.69284 12.53487 0.1 -0.1 -1.4 0.10
C 18.19215 18.53536 9.58668 2.1 0.7 1.6 -0.27
O 17.54282 17.72368 8.71242 -1.2 -0.9 -1.6 -0.38
C 17.19267 16.53812 9.17899 0.2 0.4 2.1 0.47
O 17.50870 16.09088 10.27636 0.0 0.2 -1.6 -0.23
O 16.37378 16.01699 8.31776 0.0 0.9 -1.5 -0.24
C 16.24735 14.63973 8.33240 0.3 -1.3 -0.3 -0.64
H 18.37106 19.48006 9.08353 -0.2 0.1 0.1 0.18
H 19.15913 18.06168 9.85112 -0.3 0.5 0.1 0.42
H 17.62809 18.63096 10.51383 -0.1 0.3 0.0 -0.16
H 15.95075 14.28160 7.35026 0.5 0.2 -0.3 0.28
H 15.39864 14.42795 8.91339 -0.9 -0.8 1.4 0.04
H 17.18611 14.19680 8.68240 -0.5 -0.3 0.0 0.40
```
Forces are in eV/Å.



(2)
ORCA calculation (ωB97M-V with the def2-TZVPD basis set) on a 13-piece molecular cluster, C5H38N3O12 overall.

```
58
Properties=species:S:1:pos:R:3:forces:R:3:mulliken_charge:R:1
C -2.28443 -2.70564 -1.04624 1.7 0.2 -1.0 -1.48
C -1.29172 -1.60445 -0.66765 -0.8 -1.1 4.1 1.23
C -0.60990 -2.19347 0.67416 -0.3 1.0 -2.1 -1.37
C 0.68722 -1.49354 0.97983 0.2 -0.5 2.0 -0.36
N 1.61144 1.90823 1.71277 0.6 0.1 0.4 -0.19
C 1.50347 0.59689 1.77405 -0.6 0.0 -0.8 -0.14
N 0.48119 -0.07496 1.34296 0.1 -0.4 -0.9 0.21
N -1.97258 -0.38684 -0.19559 1.0 1.5 -1.4 -0.26
H -1.66602 -3.52175 -1.43024 -0.4 -0.3 -0.1 0.36
H -2.75289 -3.04316 -0.12557 -0.4 0.0 -0.1 0.36
H -2.97172 -2.38623 -1.81752 -0.4 0.0 0.0 0.41
H -0.41784 -1.33062 -1.24338 -0.5 0.1 -1.0 -0.30
H -0.37392 -3.22899 0.45940 -0.1 -0.2 0.5 0.46
H -1.38380 -2.02140 1.42260 0.3 -0.4 0.4 0.44
H 1.13666 -1.94923 1.87538 -0.1 0.0 -0.1 0.48
H 1.45956 -1.61577 0.22439 -0.3 0.3 -0.4 0.21
H 1.04364 2.49915 1.11349 -0.3 -0.3 0.1 0.22
H 2.48849 2.27628 2.03608 0.0 0.3 0.0 0.25
H 2.32666 -0.00934 2.14005 0.1 0.3 0.2 0.39
H -0.36880 0.32962 0.92178 0.1 0.3 0.0 0.24
H -2.15497 0.19399 -1.01134 0.0 0.3 0.2 0.13
H -2.85345 -0.40688 0.29728 0.0 -1.0 -0.1 -0.03
H 3.77459 -0.45906 -0.23531 0.0 0.5 -0.4 0.40
H 4.03798 0.83671 -1.18099 0.0 -0.4 0.4 0.27
O 3.39271 0.35230 -0.64382 -0.2 0.3 -0.4 -0.58
H 5.01656 -1.66798 0.97766 0.0 0.6 0.1 0.26
H 3.95922 -2.64463 0.82663 -0.8 0.0 -0.2 0.29
O 4.05635 -1.68145 0.85118 1.0 -0.9 0.4 -0.61
H 0.63055 -0.31270 -5.73066 -0.1 -0.1 0.5 0.27
H 1.88056 -0.53559 -4.92788 0.4 -0.1 0.1 0.30
O 0.92911 -0.56203 -4.83931 -0.5 0.3 -0.9 -0.60
H 1.35364 1.30895 -1.31354 -0.1 0.0 0.1 0.25
H -0.08290 1.91053 -1.33812 0.4 -0.3 0.1 0.44
O 0.70740 1.74902 -1.87859 0.0 0.0 -0.3 -0.65
H -5.38640 0.08850 1.82624 -0.1 0.0 -0.2 0.33
H -3.89658 -0.23750 2.09169 -0.3 -0.2 0.0 0.30
O -4.65908 0.24987 2.42810 0.6 0.1 0.2 -0.71
H -3.16249 1.52764 2.89630 0.0 0.3 0.1 0.36
H -2.21927 2.34464 3.80802 0.0 0.1 0.3 0.28
O -2.34277 2.05046 2.90751 0.0 -0.3 -0.6 -0.58
H 1.03388 -0.84272 -2.88063 0.2 -0.2 -0.1 0.33
H 2.42439 -0.75283 -2.26150 0.0 0.0 0.4 0.28
O 1.71146 -1.38051 -2.43314 -0.2 0.3 0.0 -0.69
H 1.24315 -2.84082 -1.37190 0.5 -0.3 0.4 0.16
H 1.22588 -4.18954 -1.92765 0.3 -0.3 0.7 0.33
O 1.36272 -3.76646 -1.05688 -0.5 0.4 -1.2 -0.62
H 1.81401 -2.29119 4.98207 0.3 -0.2 0.1 0.30
H 3.32765 -2.25678 4.58228 -0.1 -0.2 0.3 0.30
O 2.47052 -1.85509 4.43156 -0.2 0.5 -0.5 -0.59
H -2.61816 2.94453 -2.49100 -0.1 -0.1 -0.1 0.30
H -1.56947 2.06017 -3.18724 -0.3 -0.1 0.3 0.32
O -2.31607 2.02936 -2.56232 0.5 0.3 -0.2 -0.61
H -2.83939 5.66042 0.04118 0.2 -0.1 -0.3 0.30
H -1.72025 5.43150 -1.01305 0.1 0.4 0.1 0.33
O -2.51934 5.05338 -0.64093 -0.2 -0.3 0.0 -0.61
H -1.54736 2.58394 0.95313 -0.3 0.0 0.2 0.18
H -1.53159 3.04430 -0.52828 -0.3 0.1 0.3 0.09
O -1.08030 2.48500 0.11500 0.5 0.2 0.3 -0.40
```
Forces are in eV/Å.

energy relative to the best compared isomer or geometry (same formula, charge and spin) = 47.8 kcal per mole
charge = +1



Per-record HOMO-LUMO gap, eV: 10.21, 9.31
Per-record max |F|, eV/A: 3.469, 4.373
Per-record E_HOMO, eV: -9.6678, -11.5482